The following is a DFT calculation (the ωB97M-V functional and the def2-TZVPD basis) of a single C31H27F5N2O molecule at a distorted geometry.

Bonds (Å) are listed after each position.
Element x y z (Å)
1 C 0.436 5.203 0.640  N2 1.446, H31 1.093, H32 1.098, H33 1.095
2 N 0.114 3.930 1.245  C1 1.446, C3 1.366, C28 1.465
3 C -1.184 3.526 1.380  N2 1.366, O4 1.229, C5 1.535
4 O -2.177 4.189 1.089  C3 1.229
5 C -1.157 2.130 2.018  C3 1.535, C6 1.526, N18 1.457, H34 1.105
6 C -1.736 1.058 1.100  C5 1.526, C7 1.497, H35 1.098, H36 1.099
7 C -3.136 1.380 0.676  C6 1.497, C8 1.397, C16 1.395
8 C -3.418 1.891 -0.593  C7 1.397, F9 1.359, C10 1.390
9 F -2.398 2.071 -1.474  C8 1.359
10 C -4.700 2.274 -0.970  C8 1.390, F11 1.349, C12 1.398
11 F -4.935 2.789 -2.194  C10 1.349
12 C -5.749 2.116 -0.059  C10 1.398, F13 1.345, C14 1.396
13 F -6.998 2.475 -0.405  C12 1.345
14 C -5.504 1.584 1.209  C12 1.396, F15 1.350, C16 1.391
15 F -6.519 1.419 2.083  C14 1.350
16 C -4.205 1.230 1.559  C7 1.395, C14 1.391, F17 1.363
17 F -3.966 0.756 2.814  C16 1.363
18 N 0.257 1.949 2.321  C5 1.457, C19 1.366, C28 1.471
19 C 0.680 0.819 2.962  N18 1.366, C20 1.359, H37 1.098
20 C 1.970 0.494 3.238  C19 1.359, C21 1.519, H38 1.085
21 C 2.351 -0.699 4.099  C20 1.519, C22 1.547, H39 1.110, C53 1.505
22 C 3.789 -0.652 4.666  C21 1.547, C23 1.400, C27 1.391
23 C 4.107 -1.464 5.761  C22 1.400, C24 1.395, H40 1.094
24 C 5.435 -1.689 6.126  C23 1.395, C25 1.401, H41 1.094
25 C 6.453 -0.992 5.464  C24 1.401, C26 1.396, H42 1.089
26 C 6.127 -0.049 4.487  C25 1.396, C27 1.404, H43 1.091
27 C 4.794 0.110 4.079  C22 1.391, C26 1.404, H44 1.094
28 C 1.117 3.037 1.830  N2 1.465, N18 1.471, C29 1.533, C30 1.535
29 C 2.092 2.560 0.748  C28 1.533, H45 1.098, H46 1.097, H47 1.089
30 C 1.877 3.762 2.950  C28 1.535, H48 1.098, H49 1.093, H50 1.097
31 H -0.469 5.632 0.202  C1 1.093
32 H 0.840 5.908 1.377  C1 1.098
33 H 1.182 5.070 -0.151  C1 1.095
34 H -1.754 2.157 2.948  C5 1.105
35 H -1.107 0.993 0.202  C6 1.098
36 H -1.709 0.098 1.635  C6 1.099
37 H -0.129 0.142 3.267  C19 1.098
38 H 2.756 1.135 2.852  C20 1.085
39 H 1.679 -0.679 4.981  C21 1.110
40 H 3.301 -1.987 6.284  C23 1.094
41 H 5.655 -2.391 6.936  C24 1.094
42 H 7.492 -1.165 5.741  C25 1.089
43 H 6.898 0.574 4.031  C26 1.091
44 H 4.575 0.791 3.251  C27 1.094
45 H 1.533 2.198 -0.125  C29 1.098
46 H 2.745 3.392 0.455  C29 1.097
47 H 2.716 1.745 1.111  C29 1.089
48 H 1.170 4.327 3.573  C30 1.098
49 H 2.431 3.057 3.573  C30 1.093
50 H 2.581 4.473 2.499  C30 1.097
51 C 3.921 -3.392 2.552  C52 1.367, C55 1.464, H60 1.093
52 C 3.197 -2.261 2.295  C51 1.367, C53 1.534, H61 1.087
53 C 2.137 -2.000 3.373  C21 1.505, C52 1.534, C54 1.535, H62 1.101
54 C 2.342 -3.234 4.262  C53 1.535, C55 1.403, C59 1.392
55 C 3.435 -3.982 3.800  C51 1.464, C54 1.403, C56 1.400
56 C 3.898 -5.063 4.559  C55 1.400, C57 1.397, H63 1.091
57 C 3.207 -5.427 5.717  C56 1.397, C58 1.402, H64 1.092
58 C 2.030 -4.763 6.090  C57 1.402, C59 1.408, H65 1.088
59 C 1.582 -3.651 5.351  C54 1.392, C58 1.408, H66 1.090
60 H 4.734 -3.854 1.987  C51 1.093
61 H 3.325 -1.583 1.455  C52 1.087
62 H 1.120 -2.023 2.952  C53 1.101
63 H 4.801 -5.575 4.226  C56 1.091
64 H 3.588 -6.241 6.338  C57 1.092
65 H 1.465 -5.095 6.959  C58 1.088
66 H 0.673 -3.109 5.614  C59 1.090

Properties
SMILES	CN1C(=O)[C@@H](Cc2c(F)c(F)c(F)c(F)c2F)N(/C=C/[C@H](c2ccccc2)[C@H]2C=Cc3ccccc32)C1(C)C
HOMO	-8.0	eV
frontier orbital gap	8.44	eV



The following is a DFT calculation (the ωB97M-V functional and the def2-TZVPD basis) of 12 unconnected molecules or ions with the total composition C3H32NO12 at a distorted geometry.

Bonds (Å) are listed after each position.
Element x y z (Å)
1 C 1.621 -0.390 -0.964  C2 1.577, N5 1.552, H6 1.118, H7 1.100
2 C 2.080 -1.706 -0.227  C1 1.577, C3 1.534, O4 1.383, H8 1.171
3 C 2.877 -2.464 -1.296  C2 1.534, H9 1.191, H10 1.163, H11 1.093
4 O 2.512 -1.278 1.015  C2 1.383, H12 1.006
5 N 0.423 0.222 -0.190  C1 1.552, H13 1.091, H14 1.064, H15 1.035
6 H 2.385 0.405 -0.779  C1 1.118
7 H 1.326 -0.441 -2.023  C1 1.100
8 H 1.229 -2.470 0.027  C2 1.171
9 H 2.074 -3.265 -1.657  C3 1.191
10 H 3.785 -3.001 -0.806  C3 1.163
11 H 3.276 -1.964 -2.183  C3 1.093
12 H 3.486 -1.027 1.043  O4 1.006
13 H -0.095 -0.443 0.504  N5 1.091
14 H -0.346 0.525 -0.860  N5 1.064
15 H 0.427 1.038 0.447  N5 1.035
16 H -1.495 -0.403 3.239  O18 0.992
17 H -2.423 0.672 2.858  O18 0.968
18 O -1.511 0.408 2.668  H16 0.992, H17 0.968
19 H 2.383 0.595 2.890  O21 0.975
20 H 0.901 0.657 2.789  O21 0.951
21 O 1.662 1.219 2.691  H19 0.975, H20 0.951
22 H -0.675 3.287 1.507  O24 0.915
23 H 0.627 3.043 2.075  O24 0.911
24 O 0.071 2.768 1.407  H22 0.915, H23 0.911
25 H -1.919 -1.539 0.481  O27 1.099
26 H -1.174 -3.008 0.683  O27 0.940
27 O -1.064 -2.097 0.888  H25 1.099, H26 0.940
28 H -2.076 -2.038 -3.771  O30 0.941
29 H -2.032 -0.746 -3.090  O30 0.993
30 O -1.814 -1.702 -2.932  H28 0.941, H29 0.993
31 H -3.672 1.271 -1.876  O33 0.912
32 H -2.281 1.984 -1.230  O33 1.099
33 O -2.923 1.105 -1.383  H31 0.912, H32 1.099
34 H 0.223 -3.003 2.704  O36 0.930
35 H 1.701 -2.402 2.798  O36 0.903
36 O 0.875 -2.397 2.435  H34 0.930, H35 0.903
37 H -0.991 2.900 -2.809  O39 0.960
38 H 0.000 3.353 -1.607  O39 0.981
39 O -0.478 2.618 -2.048  H37 0.960, H38 0.981
40 H -1.652 -3.033 -1.607  O42 1.044
41 H -1.279 -4.382 -1.171  O42 1.008
42 O -2.035 -3.752 -0.953  H40 1.044, H41 1.008
43 H 2.392 3.428 -0.532  O45 1.025
44 H 1.040 2.731 -0.233  O45 0.928
45 O 1.690 2.774 -0.893  H43 1.025, H44 0.928
46 H -3.082 3.568 -0.135  O48 0.858
47 H -1.979 4.323 -0.774  O48 0.949
48 O -2.299 3.481 -0.476  H46 0.858, H47 0.949

Properties
energy relative to the best compared isomer or geometry (same formula, charge and spin)	3.0493	eV
HOMO	-13.2	eV
total charge	+1
frontier orbital gap	10.65	eV